[1]
ORCA calculation (the ωB97M-V functional and the def2-TZVPD basis) on C6H12O in the gas phase.

Geometry as XYZ:
```
19
C6H12O, DFT the ωB97M-V functional and the def2-TZVPD basis
C 2.2083 -0.1536 -0.3469
C 1.0059 -0.2503 0.5721
O 1.4965 -0.1227 1.9023
C -0.0647 0.8010 0.3176
C -0.6682 1.0805 -1.0307
C -1.4964 0.4080 0.0257
C -1.8883 -1.0386 -0.1829
H 1.8973 -0.2344 -1.3930
H 2.9081 -0.9652 -0.1285
H 2.7242 0.7997 -0.2021
H 0.5616 -1.2505 0.4451
H 0.7332 -0.1064 2.4940
H 0.0789 1.6858 0.9376
H -0.3537 0.4754 -1.8790
H -0.8825 2.1150 -1.2844
H -2.2659 1.0130 0.5013
H -1.1823 -1.5575 -0.8405
H -2.8723 -1.0950 -0.6620
H -1.9397 -1.6041 0.7544
```

Values from the calculation:
M, g/mol: 100.161
Orbital gap, eV: 10.99
LUMO level, Eh: 0.0371
DFT total energy, Ha: -311.0185
Energy relative to the best compared isomer or geometry (same formula, charge and spin), kcal per mole: 25.61
Structure (SMILES): C[C@@H]1C[C@@H]1[C@@H](C)O
Spin multiplicity: 1

[2]
ORCA calculation (the ωB97M-V functional and the def2-TZVPD basis) on a molecular structure, C33H32FN5NaO4S2.

Geometry as XYZ:
```
78
C33H32FN5NaO4S2, DFT the ωB97M-V functional and the def2-TZVPD basis
Na -0.7394 -0.9082 -0.4122
C -2.4734 3.4949 -0.9569
C -2.2589 2.1369 -0.3281
N -1.2879 1.3790 -0.6817
N -0.5051 1.8251 -1.7520
C 0.7523 1.9467 -1.4724
S 1.5418 1.8079 0.0325
S 1.6680 2.2128 -3.0083
C 3.0065 3.3021 -2.4686
C 2.6161 4.7518 -2.4408
C 1.9379 5.2782 -1.3420
C 1.5463 6.6081 -1.3312
C 1.8255 7.4360 -2.4107
C 2.5019 6.9212 -3.5069
C 2.8912 5.5894 -3.5182
C -3.1851 1.7131 0.7544
C -4.0815 2.6542 1.2648
C -4.9519 2.4086 2.3230
C -4.9331 1.1348 2.9006
C -4.0996 0.1595 2.4138
C -3.1569 0.3830 1.3450
O -2.3835 -0.5473 0.9986
H -1.8100 3.6075 -1.8095
H -2.2541 4.2915 -0.2416
H -3.5100 3.6165 -1.2823
H 3.8319 3.1436 -3.1646
H 3.3084 2.9544 -1.4784
H 1.7121 4.6223 -0.5082
H 1.0163 6.9987 -0.4703
H 1.5173 8.4746 -2.3966
H 2.7259 7.5555 -4.3567
H 3.4122 5.1850 -4.3793
H -4.0690 3.6546 0.8491
H -5.5622 3.2067 2.7345
H -5.5732 0.9103 3.7526
H -4.0649 -0.8269 2.8640
F -6.0187 1.2543 -1.4951
C -5.7535 -0.0174 -1.0551
C -4.5572 -0.5733 -1.3751
C -4.2560 -1.8479 -0.9003
C -2.8742 -2.3121 -1.1540
O -2.2008 -1.7287 -1.9962
C -2.4540 -3.4176 -0.3267
C -3.4145 -4.1007 0.3292
N -4.7520 -3.7732 0.4161
C -5.6037 -4.7963 0.9766
C -7.0447 -5.0084 0.6403
C -6.6364 -4.5939 2.0428
C -5.1674 -2.5621 -0.1165
C -6.4093 -1.9619 0.1611
C -6.7038 -0.6881 -0.2840
N -7.9235 -0.0770 0.1643
C -8.9947 0.1747 -0.7630
C -8.9036 1.5560 -1.4071
N -8.8656 2.5713 -0.2892
C -7.7107 2.3545 0.6811
C -7.8006 0.9268 1.1967
C -0.9847 -3.8583 -0.0982
O -0.8258 -5.0401 0.2460
O -0.1337 -2.9578 -0.2641
H -3.7964 -0.0396 -1.9307
H -3.1085 -4.9893 0.8680
H -5.0289 -5.7040 1.0808
H -7.3725 -6.0246 0.4730
H -7.5394 -4.2717 0.0267
H -6.6750 -5.3389 2.8253
H -6.8609 -3.5901 2.3713
H -7.1345 -2.4139 0.8169
H -9.9486 0.1047 -0.2176
H -9.0113 -0.5845 -1.5436
H -9.7485 1.8014 -2.0500
H -7.9694 1.6724 -1.9442
H -9.7322 2.4915 0.2459
H -8.8343 3.5140 -0.6715
H -7.8379 3.0803 1.4825
H -6.7826 2.5477 0.1513
H -8.6584 0.8473 1.8838
H -6.8955 0.7458 1.7733
```

Values from the calculation:
Charge: -1
M, g/mol: 668.772
Orbital gap, eV: 4.02
LUMO level, Eh: 0.0126
DFT total energy, Ha: -2910.0150
Spin multiplicity: 1

[3]
ORCA calculation (the ωB97M-V functional and the def2-TZVPD basis) on a molecular structure, C6H12Cl2GaIN2O.

Geometry as XYZ:
```
25
C6H12Cl2GaIN2O, DFT the ωB97M-V functional and the def2-TZVPD basis
Ga 0.8774 -1.3352 0.0520
Cl 2.4984 -2.3265 1.1169
C 3.6215 -1.4056 -0.1697
Cl 2.3548 -0.4235 -1.2632
H 4.1921 -2.1361 -0.7882
H 4.3204 -0.7078 0.3461
N -0.0608 0.8291 3.3139
C 0.4269 0.5027 2.0792
O 0.2671 -0.6243 1.6221
C 1.1399 1.6136 1.3399
I 3.1720 1.6029 1.9237
H -0.4590 0.0690 3.8520
H 0.2821 1.6325 3.8234
H 0.6614 2.5713 1.5709
H 1.0239 1.4445 0.2644
C -3.6661 -0.1910 -2.2775
C -2.4468 0.7085 -2.1688
C -1.3582 0.0435 -1.4428
N -0.4963 -0.4804 -0.8691
H -4.4679 0.3190 -2.8208
H -4.0461 -0.4639 -1.2869
H -3.4282 -1.1172 -2.8119
H -2.7229 1.6355 -1.6544
H -2.1076 0.9849 -3.1730
H 0.4222 -2.7457 -0.5781
```

Values from the calculation:
Charge: +2
M, g/mol: 395.708
Orbital gap, eV: 8.44
LUMO level, Eh: -0.3052
DFT total energy, Ha: -3562.7901
Spin multiplicity: 1

Among the records above, which one has the highest M? C33H32FN5NaO4S2

Copy entry 2 word for word.
ORCA calculation (the ωB97M-V functional and the def2-TZVPD basis) on a molecular structure, C33H32FN5NaO4S2.

Geometry as XYZ:
```
78
C33H32FN5NaO4S2, DFT the ωB97M-V functional and the def2-TZVPD basis
Na -0.7394 -0.9082 -0.4122
C -2.4734 3.4949 -0.9569
C -2.2589 2.1369 -0.3281
N -1.2879 1.3790 -0.6817
N -0.5051 1.8251 -1.7520
C 0.7523 1.9467 -1.4724
S 1.5418 1.8079 0.0325
S 1.6680 2.2128 -3.0083
C 3.0065 3.3021 -2.4686
C 2.6161 4.7518 -2.4408
C 1.9379 5.2782 -1.3420
C 1.5463 6.6081 -1.3312
C 1.8255 7.4360 -2.4107
C 2.5019 6.9212 -3.5069
C 2.8912 5.5894 -3.5182
C -3.1851 1.7131 0.7544
C -4.0815 2.6542 1.2648
C -4.9519 2.4086 2.3230
C -4.9331 1.1348 2.9006
C -4.0996 0.1595 2.4138
C -3.1569 0.3830 1.3450
O -2.3835 -0.5473 0.9986
H -1.8100 3.6075 -1.8095
H -2.2541 4.2915 -0.2416
H -3.5100 3.6165 -1.2823
H 3.8319 3.1436 -3.1646
H 3.3084 2.9544 -1.4784
H 1.7121 4.6223 -0.5082
H 1.0163 6.9987 -0.4703
H 1.5173 8.4746 -2.3966
H 2.7259 7.5555 -4.3567
H 3.4122 5.1850 -4.3793
H -4.0690 3.6546 0.8491
H -5.5622 3.2067 2.7345
H -5.5732 0.9103 3.7526
H -4.0649 -0.8269 2.8640
F -6.0187 1.2543 -1.4951
C -5.7535 -0.0174 -1.0551
C -4.5572 -0.5733 -1.3751
C -4.2560 -1.8479 -0.9003
C -2.8742 -2.3121 -1.1540
O -2.2008 -1.7287 -1.9962
C -2.4540 -3.4176 -0.3267
C -3.4145 -4.1007 0.3292
N -4.7520 -3.7732 0.4161
C -5.6037 -4.7963 0.9766
C -7.0447 -5.0084 0.6403
C -6.6364 -4.5939 2.0428
C -5.1674 -2.5621 -0.1165
C -6.4093 -1.9619 0.1611
C -6.7038 -0.6881 -0.2840
N -7.9235 -0.0770 0.1643
C -8.9947 0.1747 -0.7630
C -8.9036 1.5560 -1.4071
N -8.8656 2.5713 -0.2892
C -7.7107 2.3545 0.6811
C -7.8006 0.9268 1.1967
C -0.9847 -3.8583 -0.0982
O -0.8258 -5.0401 0.2460
O -0.1337 -2.9578 -0.2641
H -3.7964 -0.0396 -1.9307
H -3.1085 -4.9893 0.8680
H -5.0289 -5.7040 1.0808
H -7.3725 -6.0246 0.4730
H -7.5394 -4.2717 0.0267
H -6.6750 -5.3389 2.8253
H -6.8609 -3.5901 2.3713
H -7.1345 -2.4139 0.8169
H -9.9486 0.1047 -0.2176
H -9.0113 -0.5845 -1.5436
H -9.7485 1.8014 -2.0500
H -7.9694 1.6724 -1.9442
H -9.7322 2.4915 0.2459
H -8.8343 3.5140 -0.6715
H -7.8379 3.0803 1.4825
H -6.7826 2.5477 0.1513
H -8.6584 0.8473 1.8838
H -6.8955 0.7458 1.7733
```

Values from the calculation:
Charge: -1
M, g/mol: 668.772
Orbital gap, eV: 4.02
LUMO level, Eh: 0.0126
DFT total energy, Ha: -2910.0150
Spin multiplicity: 1

Look up the LUMO level of the second one. 0.0126 Eh